(1)
Below is a cluster of 12 separate species, H24O12 in total, with properties calculated with wB97M-V/def2-TZVPD.

Computed properties:
- HOMO energy: -9.273 eV
- ΔE to the lowest compared entry with this formula, charge and spin: 479.7 kJ/mol

ORCA input file:
```
! RIJCOSX wB97M-V def2-TZVPD def2/J DEFGRID3
* xyz 0 1
H 1.076 -0.118 0.127
H -0.286 -1.075 -0.139
H 3.923 0.927 -3.029
H 5.298 0.334 -3.288
H 0.743 -3.777 1.982
H 1.870 -2.771 1.719
H 2.381 2.718 3.223
H 1.475 2.519 4.496
H -0.705 0.408 1.118
H -1.747 1.357 1.788
H -2.159 1.166 -3.561
H -0.733 1.560 -3.538
H -2.273 -3.901 3.497
H -1.224 -4.607 2.426
H -2.912 -0.828 -2.273
H -4.113 -0.879 -3.130
H -4.479 -1.422 0.498
H -3.157 -0.777 0.611
H 1.443 -0.294 -3.647
H 1.497 1.285 -4.102
H 1.202 2.443 -1.112
H 1.125 3.047 0.310
H 0.734 0.945 2.961
H 0.124 0.311 4.184
O 0.184 -0.233 -0.357
O 4.553 0.205 -2.707
O 0.928 -2.907 2.022
O 2.076 2.065 3.911
O -0.800 1.287 1.497
O -1.609 1.858 -3.856
O -1.414 -3.828 3.056
O -3.224 -0.598 -3.179
O -3.711 -1.535 0.961
O 1.945 0.361 -4.148
O 1.097 3.226 -0.564
O 0.087 0.277 3.226
*
```

(2)
Below is an isolated molecule of C4H11NO2, with properties calculated with wB97M-V/def2-TZVPD.

Computed properties:
- HOMO energy: -8.683 eV
- ΔE to the lowest compared entry with this formula, charge and spin: 235.3 kJ/mol

ORCA input file:
```
! RIJCOSX wB97M-V def2-TZVPD def2/J DEFGRID3
* xyz 0 1
C -2.592 -0.597 -0.363
N -1.516 0.335 -0.702
C -0.110 0.031 -0.366
C 0.281 -1.108 0.547
O 1.704 -1.270 0.353
C 0.390 1.398 0.351
O 1.801 1.593 0.100
H -2.541 -1.614 -0.811
H -2.406 -0.958 0.649
H -3.511 -0.053 -0.532
H -1.515 0.486 -1.702
H 0.420 -0.106 -1.319
H -0.049 -0.902 1.575
H -0.090 -2.061 0.176
H 2.048 -1.896 1.002
H -0.192 2.202 -0.093
H 0.115 1.180 1.390
H 2.102 0.680 0.128
*
```

(3)
Below is a structure of composition C22H24FN5O3S, with properties calculated with wB97M-V/def2-TZVPD.

Computed properties:
- HOMO energy: -7.048 eV
- ΔE to the lowest compared entry with this formula, charge and spin: 2012.9 kJ/mol

ORCA input file:
```
! RIJCOSX wB97M-V def2-TZVPD def2/J DEFGRID3
* xyz 0 1
C 4.272 2.341 -3.098
C 4.675 1.726 -1.896
H 5.163 2.346 -1.256
H 5.371 0.812 -2.205
O 3.723 1.309 -1.296
C 3.242 0.035 -1.413
O 3.699 -0.677 -2.210
C 1.916 -0.322 -0.603
N 1.466 -1.696 -0.747
C 0.367 -1.790 -1.394
O -0.336 -1.135 -1.849
C -0.152 -3.428 -1.522
H 0.729 -3.861 -1.712
H -0.919 -3.431 -2.163
S -0.962 -3.702 0.049
C -1.199 -2.091 0.787
N -0.605 -1.257 1.636
N -1.163 -0.167 1.733
C -2.361 -0.137 0.780
N -2.266 -1.361 0.247
C -3.165 -1.700 -1.052
H -3.174 -2.892 -0.850
H -4.195 -1.309 -0.717
H -2.663 -1.369 -1.733
C -3.234 0.924 0.327
N -2.665 2.206 1.327
C -3.269 3.396 1.543
C -3.149 4.004 2.681
C -3.627 5.209 3.016
C -4.834 5.577 2.236
C -5.337 4.633 1.113
C -4.510 3.570 0.704
H -4.833 2.951 0.044
H -6.028 5.041 0.476
F -5.526 6.654 2.434
H -3.610 5.763 3.860
H -2.230 3.859 3.094
H -1.802 1.910 2.244
H -4.104 0.774 0.733
H -2.921 1.145 -0.471
C 2.299 -2.551 0.102
C 2.267 -3.025 1.532
C 2.983 -3.923 1.910
C 3.877 -4.584 1.131
C 3.878 -4.546 -0.274
C 3.047 -3.280 -0.802
H 3.242 -3.091 -1.837
H 4.562 -4.820 -0.769
H 4.216 -5.489 1.566
H 2.849 -4.204 3.012
H 1.360 -2.321 1.872
H 2.195 -0.128 0.517
H 0.939 0.476 -0.777
H 5.163 2.788 -3.677
H 3.726 1.732 -3.686
H 3.615 3.104 -2.697
*
```

(4)
Below is a structure of composition C16H20BEuN8S4Sb, with properties calculated with wB97M-V/def2-TZVPD.

Computed properties:
- HOMO energy (spin up / spin down): -4.553 / -4.580 eV
- <S²>: 12.019

ORCA input file:
```
! RIJCOSX wB97M-V def2-TZVPD def2/J DEFGRID3
* xyz -1 7
Eu -2.322 0.021 0.973
C -3.234 2.160 -1.941
C -1.956 1.371 -2.054
C -1.536 0.568 -3.074
C -0.225 0.084 -2.644
N -0.096 0.538 -1.369
N -1.152 1.289 -0.983
B 0.979 0.000 -0.406
N 0.914 0.720 0.950
C 1.852 1.465 1.520
C 1.404 1.845 2.806
C 0.136 1.253 2.882
C -0.936 1.470 3.933
N -0.160 0.613 1.758
N 0.644 -1.523 -0.093
C 1.298 -2.667 -0.336
C 0.446 -3.687 -0.186
C -0.831 -3.126 0.038
C -2.235 -3.676 -0.057
N -0.672 -1.797 0.133
N 2.352 0.263 -1.086
C 2.760 1.430 -1.658
C 4.195 1.442 -1.719
C 4.496 0.220 -1.121
C 5.929 -0.206 -0.856
N 3.462 -0.497 -0.734
H -3.122 2.861 -1.057
H -4.006 1.451 -1.683
H -3.500 2.737 -2.768
H -1.922 0.555 -4.036
H 0.555 -0.513 -3.088
H 2.670 1.816 0.899
H 1.765 2.637 3.481
H -0.622 2.316 4.533
H -1.041 0.592 4.584
H -1.943 1.700 3.495
H 2.411 -2.730 -0.472
H 0.734 -4.734 -0.214
H -2.230 -4.792 -0.100
H -2.752 -3.314 -0.960
H -2.864 -3.309 0.758
H 2.014 2.168 -1.948
H 4.834 2.142 -2.137
H 5.906 -0.719 0.060
H 6.675 0.648 -0.831
H 6.306 -0.848 -1.678
S -4.735 -0.889 -0.186
Sb -5.368 -0.106 1.824
S -4.190 1.924 1.356
S -3.547 -1.067 3.061
S -7.542 -0.102 2.430
*
```

(5)
Below is an isolated molecule of C7H12Se, with properties calculated with wB97M-V/def2-TZVPD.

Computed properties:
- HOMO energy (spin up / spin down): -6.727 / -6.709 eV
- ΔE to the lowest compared entry with this formula, charge and spin: 291.7 kJ/mol

ORCA input file:
```
! RIJCOSX wB97M-V def2-TZVPD def2/J DEFGRID3
* xyz 0 1
C -2.223 0.089 -0.413
C -1.079 -0.335 0.188
C -3.507 0.140 0.373
C 0.183 -0.068 -0.198
C 2.288 -1.157 -0.701
C 2.217 1.121 0.441
C 1.511 -0.286 0.339
Se -5.407 -0.225 -0.056
H -2.260 0.528 -1.412
H -1.208 -0.859 1.216
H -3.281 -0.381 1.276
H -3.476 1.281 0.554
H 0.275 0.515 -1.215
H 3.350 -1.207 -0.345
H 2.187 -0.651 -1.651
H 1.958 -2.197 -1.003
H 1.335 1.766 0.840
H 2.410 1.521 -0.528
H 3.199 1.156 0.958
H 1.527 -0.753 1.337
*
```

(6)
Below is the ion C4H10NO with charge +1, with properties calculated with wB97M-V/def2-TZVPD.

Computed properties:
- HOMO energy: -15.266 eV
- ΔE to the lowest compared entry with this formula, charge and spin: 59.0 kJ/mol

ORCA input file:
```
! RIJCOSX wB97M-V def2-TZVPD def2/J DEFGRID3
* xyz 1 1
O 0.818 -1.061 -1.940
C 0.046 -0.218 -1.573
C 0.314 0.526 -0.257
C -0.274 -0.268 0.900
C -1.807 -0.355 0.788
N 1.830 0.509 -0.126
H -0.860 0.047 -2.135
H -0.064 1.542 -0.345
H 0.099 -1.295 0.827
H -0.022 0.210 1.838
H -2.183 0.670 0.700
H -2.211 -0.739 1.724
H -2.168 -0.991 -0.010
H 2.112 0.468 0.851
H 2.101 -0.347 -0.647
H 2.269 1.302 -0.595
*
```

Computed maximum force (eV/A) in order:
5.91; 2.66; 19.79; 4.78; 4.42; 1.26